C4H4N2 in the gas phase at a distorted geometry. Source: the OMol25 dataset; level of theory: ωB97M-V/def2-TZVPD.

XYZ file:
```
10
Properties=species:S:1:pos:R:3:forces:R:3:mulliken_charge:R:1
N 0.42680 2.16998 1.08775 -0.1 -1.0 -0.9 -0.548
N 2.34357 -1.09871 -1.21228 -0.9 0.5 0.5 -0.418
C 0.23025 -0.02141 -0.17406 -0.1 -0.2 -0.3 0.278
C 1.41135 -0.59611 -0.74062 0.9 -0.5 -0.5 0.160
C -1.09703 -0.72572 -0.32727 -0.1 -0.1 -0.1 -1.093
C 0.34133 1.12161 0.45281 0.1 0.8 0.4 0.389
H -1.33549 -0.83793 -1.38721 0.0 0.0 0.1 0.293
H -1.89438 -0.14991 0.14915 0.1 -0.1 -0.1 0.357
H -1.06252 -1.71985 0.12684 0.0 0.1 -0.1 0.295
H 0.63612 1.85804 2.02488 0.1 0.5 1.0 0.287
```
Forces are in eV/Å.

For the total energy, the calculation gives -7191.2537 eV. The multiplicity is 1. Its HOMO energy is -9.666 eV. The SMILES is CC(=C=N)C#N. As for the HOMO-LUMO gap: 0.376 Eh. The value obtained for the relative energy (zero: lowest compared OMol25 entry of this formula, charge and spin) is 33.1 kcal per mole.